ORCA calculation (ωB97M-V/def2-TZVPD) on a gas-phase ion, C2H8N3 (charge +1).

Last column: natural (NBO) charge in e.
Geometry (Å):
C (-2.74, -0.08, -0.26)  -0.13
C (0.71, 0.49, 0.32)  -0.06
N (-0.49, -0.25, -0.04)  -0.46
N (1.92, -0.04, -0.59)  -0.72
N (-1.58, 0.47, -0.08)  -0.22
H (-2.93, -1.22, -0.30)  0.25
H (-3.50, 0.63, -0.47)  0.21
H (1.14, 0.36, 1.42)  0.21
H (0.60, 1.51, 0.00)  0.19
H (2.42, 0.63, -1.16)  0.44
H (1.68, -0.93, -1.12)  0.46
H (2.70, -0.43, -0.07)  0.43
H (-1.54, 1.47, 0.27)  0.40

Results
E (Eh): -244.90619
Energy above the lowest of the compared OMol25 structures with the same formula, charge and spin (kJ/mol): 423.8
Net charge: +1
Orbital gap (eV): 8.67

ORCA calculation (ωB97M-V/def2-TZVPD) on a gas-phase ion, C15H29N2O4 (charge +1).

Last column: natural (NBO) charge in e.
Geometry (Å):
C (-2.49, -2.48, -1.17)  -0.62
C (-1.26, -1.43, -1.37)  -0.23
N (-1.87, -0.08, -1.53)  -0.53
C (-1.15, 0.98, -0.76)  -0.23
C (-2.12, 1.46, 0.43)  -0.46
C (-1.39, 1.75, 1.83)  -0.09
C (-2.61, 2.35, 2.73)  -0.08
O (-3.27, 1.08, 3.13)  -0.54
C (-2.36, -0.06, 3.02)  0.06
N (-1.03, 0.62, 2.75)  -0.40
C (0.09, -0.31, 2.40)  -0.24
C (1.41, 0.39, 1.84)  -0.46
C (2.17, -0.73, 0.92)  -0.43
C (2.78, -0.11, -0.44)  -0.08
O (3.06, -1.24, -1.31)  -0.56
C (4.44, -1.60, -1.13)  0.80
C (5.51, -0.67, -1.91)  -0.74
O (4.84, -2.58, -0.47)  -0.53
C (-1.94, 0.35, -2.94)  0.70
C (-0.70, 0.59, -3.92)  -0.74
O (-3.08, 0.60, -3.41)  -0.51
H (-2.17, -3.42, -0.60)  0.22
H (-2.91, -2.74, -2.20)  0.24
H (-3.30, -1.98, -0.52)  0.21
H (-0.56, -1.73, -2.23)  0.21
H (-0.62, -1.52, -0.41)  0.17
H (-0.96, 1.85, -1.49)  0.22
H (-0.13, 0.58, -0.43)  0.19
H (-2.57, 2.46, 0.10)  0.26
H (-2.98, 0.72, 0.48)  0.27
H (-0.65, 2.63, 1.88)  0.26
H (-2.34, 2.77, 3.77)  0.20
H (-3.38, 3.00, 2.19)  0.25
H (-2.84, -0.63, 2.14)  0.22
H (-2.40, -0.84, 3.85)  0.24
H (-0.83, 1.12, 3.64)  0.44
H (0.40, -0.83, 3.39)  0.25
H (-0.33, -1.14, 1.74)  0.24
H (1.23, 1.28, 1.14)  0.22
H (2.18, 0.67, 2.64)  0.25
H (1.43, -1.54, 0.57)  0.22
H (2.98, -1.28, 1.51)  0.25
H (2.05, 0.60, -0.97)  0.19
H (3.72, 0.52, -0.23)  0.20
H (6.33, -0.42, -1.16)  0.25
H (4.98, 0.26, -2.30)  0.22
H (5.86, -1.29, -2.80)  0.26
H (-0.90, 0.16, -4.95)  0.27
H (-0.54, 1.72, -4.01)  0.25
H (0.24, 0.16, -3.42)  0.21

Results
E (Eh): -998.98807
Energy above the lowest of the compared OMol25 structures with the same formula, charge and spin (kJ/mol): 614.1
Net charge: +1
Orbital gap (eV): 9.20

ORCA calculation (ωB97M-V/def2-TZVPD) on a molecular structure, C40H40FN6RuS3.

Last column: Löwdin spin population.
Geometry (Å):
Ru (-0.07, -0.13, -0.06)  3.72
N (1.64, 2.50, 2.30)  0.00
C (0.71, 3.04, 1.43)  0.01
C (0.31, 4.36, 1.71)  0.00
C (-0.58, 4.99, 0.88)  0.00
C (-1.08, 4.30, -0.22)  0.00
C (-0.66, 3.00, -0.40)  0.01
N (0.22, 2.36, 0.39)  0.06
C (2.37, 1.32, 2.34)  0.00
C (3.27, 1.19, 3.40)  0.00
C (4.05, 0.06, 3.48)  0.00
C (3.93, -0.90, 2.48)  0.00
C (3.01, -0.69, 1.48)  0.00
N (2.21, 0.40, 1.40)  0.04
H (1.86, 3.12, 3.06)  0.00
H (0.72, 4.86, 2.57)  0.00
H (-0.89, 6.00, 1.09)  0.00
H (-1.80, 4.73, -0.89)  0.00
H (-1.06, 2.42, -1.21)  0.00
H (3.34, 1.97, 4.15)  0.00
H (4.74, -0.06, 4.29)  0.00
H (4.51, -1.81, 2.48)  0.00
H (2.87, -1.43, 0.70)  0.00
C (0.62, 1.95, -3.32)  0.00
C (-0.59, 1.51, -4.14)  0.00
C (-1.71, 2.54, -4.07)  0.00
C (-1.03, 0.05, -3.95)  0.01
C (-0.79, -0.75, -5.07)  0.00
C (-1.21, -2.06, -5.14)  0.01
C (-1.97, -2.56, -4.10)  0.00
C (-2.26, -1.81, -2.96)  0.01
C (-3.30, -2.46, -2.03)  0.00
C (-2.91, -2.63, -0.57)  0.00
C (-4.70, -1.83, -2.13)  0.00
C (-1.67, -0.53, -2.82)  0.01
N (-1.76, 0.13, -1.56)  0.14
C (-2.99, 0.72, -1.30)  0.01
C (-4.00, 0.89, -2.27)  0.02
C (-5.22, 1.49, -1.99)  0.00
C (-5.51, 1.95, -0.72)  0.02
C (-4.56, 1.78, 0.28)  0.00
C (-3.36, 1.18, -0.03)  0.01
F (-2.48, 1.00, 0.99)  0.03
H (0.70, 3.04, -3.30)  0.00
H (1.54, 1.55, -3.75)  0.00
H (0.55, 1.60, -2.29)  0.00
H (-0.25, 1.53, -5.18)  0.00
H (-2.04, 2.74, -3.05)  0.00
H (-2.59, 2.22, -4.64)  0.00
H (-1.36, 3.48, -4.50)  0.00
H (-0.26, -0.32, -5.91)  0.00
H (-1.00, -2.67, -6.01)  0.00
H (-2.39, -3.56, -4.19)  0.00
H (-3.41, -3.46, -2.44)  0.00
H (-2.68, -1.68, -0.09)  0.00
H (-2.05, -3.28, -0.47)  0.00
H (-3.74, -3.09, -0.03)  0.00
H (-4.80, -0.96, -1.49)  0.00
H (-5.43, -2.57, -1.81)  0.00
H (-4.95, -1.54, -3.15)  0.00
H (-3.81, 0.53, -3.27)  0.00
H (-5.95, 1.59, -2.78)  0.00
H (-6.46, 2.42, -0.49)  0.00
H (-4.73, 2.10, 1.30)  0.00
S (-0.72, -0.70, 2.28)  0.33
C (-0.88, -2.44, 2.39)  0.04
C (-1.65, -3.00, 3.41)  0.02
C (-1.75, -4.38, 3.54)  0.01
C (-1.08, -5.21, 2.65)  0.01
C (-0.33, -4.66, 1.63)  0.02
C (-0.23, -3.27, 1.48)  0.04
S (0.64, -2.59, 0.13)  0.32
H (-2.17, -2.34, 4.09)  0.00
H (-2.35, -4.80, 4.34)  0.00
H (-1.15, -6.29, 2.75)  0.00
H (0.18, -5.29, 0.92)  0.00
N (5.16, 0.26, -5.11)  0.00
C (4.43, -0.85, -4.90)  0.00
S (4.58, -2.20, -5.82)  0.00
C (3.49, -0.76, -3.73)  0.00
C (3.71, 0.12, -2.68)  0.00
C (2.78, 0.20, -1.65)  0.01
N (1.69, -0.57, -1.61)  0.08
C (1.48, -1.42, -2.62)  0.00
C (2.35, -1.54, -3.69)  0.00
H (5.76, 0.27, -5.92)  0.00
H (4.90, 1.14, -4.70)  0.00
H (4.60, 0.73, -2.62)  0.00
H (2.93, 0.86, -0.82)  0.00
H (0.60, -2.05, -2.55)  0.00
H (2.14, -2.24, -4.49)  0.00

Results
<S²>: 8.7680
E (Eh): -3266.07288
Spin multiplicity: 6
Net charge: 0
Orbital gap (alpha / beta) (eV): 6.05 / 5.80

ORCA calculation (ωB97M-V/def2-TZVPD) on a gas-phase ion, CHN2O3P (charge -2).

Last column: natural (NBO) charge in e.
Geometry (Å):
C (1.26, 0.50, 1.03)  0.49
N (2.25, 1.06, 1.26)  -0.64
N (0.30, -0.25, 0.75)  -0.96
O (-1.65, -1.36, -0.68)  -1.25
O (-0.10, 0.17, -2.03)  -1.24
O (-1.65, 1.24, -0.40)  -1.25
P (-0.91, -0.04, -0.77)  2.45
H (0.50, -1.31, 0.85)  0.39

Results
E (Eh): -715.37612
Energy above the lowest of the compared OMol25 structures with the same formula, charge and spin (kJ/mol): 28.5
Net charge: -2
Orbital gap (eV): 7.01